C6H8N2O | ωB97M-V/def2-TZVPD

Energy above the lowest of the compared OMol25 structures with the same formula, charge and spin ... 5.328 eV
Energy ... -417.9875 hartree
E_HOMO ... -8.892 eV

Last column: natural (NBO) charge in e.
Atoms and positions in Å:
O 2.181 -1.203 0.246  -0.69
N 0.136 -0.266 -0.572  -0.46
N 2.150 1.077 -0.057  -0.80
C -1.465 1.127 0.555  -0.30
C -1.855 -0.559 -0.836  -0.39
C -0.983 0.747 -0.717  -0.11
C -1.257 0.047 1.314  -0.14
C 1.524 -0.067 -0.075  0.75
C -0.959 -1.067 0.238  -0.08
H 1.756 1.977 -0.815  0.40
H 3.118 1.059 0.145  0.42
H -0.942 1.489 -1.624  0.22
H -2.868 -0.513 -0.461  0.21
H -1.595 -1.357 -1.664  0.23
H -1.013 -0.011 2.530  0.25
H -0.707 -2.190 0.498  0.26
H -1.234 2.128 0.947  0.23

Cartesian forces (eV/Å) of the 6 atoms listed first:
O -3.2 5.4 -0.9
N 2.6 0.4 1.3
N -2.4 5.8 -3.5
C 2.0 2.5 4.3
C -0.2 -2.9 -2.3
C -0.4 -1.3 -5.6